This record from the Open Molecules 2025 dataset describes a single C5H8O2 molecule in a non-equilibrium geometry. The level of theory is the ωB97M-V functional and the def2-TZVPD basis.

Its frontier orbital gap (alpha / beta) is 8.8 / 7.3 eV.

Positions of all 15 atoms, in Å:
1 O 0.688 -1.205 -1.670
2 O -0.769 1.272 0.373
3 C 0.598 -0.481 -0.702
4 C -1.925 -0.589 -0.630
5 C 1.808 -0.127 0.230
6 C 1.165 0.543 1.351
7 C -0.643 -0.080 -0.013
8 H 1.187 1.630 1.368
9 H 0.899 0.075 2.288
10 H -0.964 1.800 -0.415
11 H -2.118 -0.043 -1.571
12 H -2.775 -0.406 0.034
13 H 2.614 0.400 -0.286
14 H 2.121 -1.134 0.525
15 H -1.885 -1.655 -0.883

Löwdin atomic charge list, values in e, 4 entries:
1. O 0.091
2. O -0.051
3. C -0.387
4. C -0.040

---

This record from the Open Molecules 2025 dataset describes a gas-phase ion, C3H8FN2O2 (charge +1) in a non-equilibrium geometry. The level of theory is the ωB97M-V functional and the def2-TZVPD basis.

The net charge is +1. As for the SMILES: NC(=O)[C@@H](F)[C@@H]([NH3+])O. Its frontier orbital gap is 11.4 eV.

Positions of all 16 atoms, in Å:
1 F -1.182 -0.363 1.507
2 O 1.171 1.302 0.560
3 O 0.077 -0.617 -1.760
4 N -0.978 1.174 -0.896
5 N 1.825 -0.470 1.753
6 C 0.997 0.152 0.932
7 C -0.908 -0.315 -0.801
8 C -0.239 -0.637 0.575
9 H 2.648 0.093 1.820
10 H -0.085 1.634 -0.509
11 H 1.807 -1.404 1.859
12 H -1.114 1.313 -1.914
13 H -0.075 -1.731 0.820
14 H -1.765 1.712 -0.412
15 H -0.396 -0.824 -2.603
16 H -1.782 -1.016 -0.931

Löwdin atomic charge list, values in e, 4 entries:
1. F 0.048
2. O 0.078
3. O 0.020
4. N 0.222

---

This record from the Open Molecules 2025 dataset describes 2 unconnected molecules or ions with the total composition C4H7ClN2O in a non-equilibrium geometry. The level of theory is the ωB97M-V functional and the def2-TZVPD basis.

Its frontier orbital gap is 8.3 eV.

Positions of all 15 atoms, in Å:
1 Cl 0.799 2.148 -0.424
2 O -0.099 -0.620 2.187
3 N 0.311 -0.067 -2.076
4 N -0.077 1.818 2.098
5 C 0.029 -0.350 -0.778
6 C 0.080 0.731 0.101
7 C -0.072 0.493 1.542
8 C -0.707 -1.741 -0.574
9 H -0.326 -2.287 -1.638
10 H -1.907 -1.797 -0.712
11 H 0.086 -0.855 -2.571
12 H -0.290 -2.205 0.351
13 H 0.662 2.450 1.764
14 H 0.043 1.650 3.200
15 H 1.469 0.631 -2.470

Löwdin atomic charge list, values in e, 4 entries:
1. Cl 0.769
2. O -0.018
3. N 0.006
4. N 0.027

---

This record from the Open Molecules 2025 dataset describes a molecular structure, C36H30BrIN2OPS3SeSn. The level of theory is the ωB97M-V functional and the def2-TZVPD basis.

The net charge is +1. Its frontier orbital gap is 7.4 eV.

Positions of all 77 atoms, in Å:
1 I -2.227 1.000 1.445
2 Sn 0.463 -0.968 1.481
3 Br 6.600 -0.965 5.111
4 Se 0.792 1.017 -0.706
5 S -0.603 -5.023 -0.424
6 S -0.853 -0.422 5.111
7 S -1.642 -2.446 0.836
8 P -0.974 1.477 -1.868
9 O 0.160 -0.708 4.021
10 N 3.205 -1.260 1.952
11 N 0.865 -2.991 0.162
12 C 3.834 -0.104 2.180
13 C -1.810 3.037 -1.406
14 C 3.847 -4.914 -0.915
15 C 4.851 0.038 3.108
16 C -1.914 5.071 -0.068
17 C -2.633 5.107 -2.377
18 C -0.125 1.513 -5.902
19 C -2.789 -2.012 -2.853
20 C -0.157 -1.145 6.594
21 C 3.121 -3.828 -0.464
22 C -0.708 1.189 -4.680
23 C -1.628 3.007 1.150
24 C -0.377 -3.413 0.185
25 C -2.158 -1.623 4.853
26 C -2.364 5.767 -1.216
27 C -1.764 3.654 -0.114
28 C 0.862 2.480 -5.969
29 C 4.618 -2.299 3.579
30 C -1.839 -1.031 -2.619
31 C 3.218 -6.116 -1.251
32 C -3.569 0.448 -1.806
33 C -1.341 5.114 2.279
34 C -2.290 3.747 -2.483
35 C 1.740 -3.959 -0.328
36 C 1.844 -6.247 -1.152
37 C 1.115 -5.157 -0.692
38 C -2.230 0.206 -2.107
39 C -1.391 3.706 2.299
40 C -0.300 1.845 -3.524
41 C -1.660 5.777 1.134
42 C 3.600 -2.333 2.642
43 C -4.122 -1.770 -2.554
44 C 1.269 3.142 -4.815
45 C 5.239 -1.085 3.816
46 C -4.512 -0.544 -2.029
47 C 0.691 2.828 -3.598
48 H 0.683 -0.518 6.887
49 H 3.591 -2.884 -0.223
50 H 1.019 3.331 -2.696
51 H -1.752 6.857 1.127
52 H -0.452 1.004 -6.799
53 H 1.349 -7.172 -1.418
54 H -1.701 -2.604 4.720
55 H -2.367 3.264 -3.449
56 H 2.042 3.898 -4.863
57 H -1.287 3.183 3.240
58 H -0.791 -1.221 -2.822
59 H 3.505 0.745 1.589
60 H 3.083 -3.261 2.424
61 H -2.490 -2.973 -3.251
62 H 4.924 -4.835 -1.004
63 H 5.319 1.000 3.273
64 H -3.041 5.628 -3.233
65 H 4.917 -3.191 4.111
66 H -5.552 -0.357 -1.793
67 H -3.874 1.404 -1.401
68 H 0.188 -2.153 6.366
69 H -2.848 -1.613 5.698
70 H 3.813 -6.951 -1.598
71 H -0.909 -1.149 7.384
72 H -2.504 6.839 -1.143
73 H -1.469 0.423 -4.639
74 H 1.321 2.720 -6.920
75 H -1.124 5.652 3.193
76 H -2.681 -1.333 3.944
77 H -4.863 -2.541 -2.723

Löwdin atomic charge list, values in e, 4 entries:
1. I 1.032
2. Sn 0.895
3. Br 0.793
4. Se 0.277

---

This record from the Open Molecules 2025 dataset describes a molecular structure, C46H39Cl5GeN4O5Tl in a non-equilibrium geometry. The level of theory is the ωB97M-V functional and the def2-TZVPD basis.

The net charge is +1. Its frontier orbital gap (alpha / beta) is 3.1 / 3.1 eV.

Positions of all 101 atoms, in Å:
1 Tl 2.566 -0.253 -1.034
2 Ge -2.065 1.988 1.742
3 Cl 2.930 0.750 -4.095
4 Cl -0.247 -3.606 -4.139
5 Cl -0.224 -0.236 -8.362
6 Cl -1.245 -2.861 -7.040
7 Cl 1.852 1.573 -6.907
8 O 1.303 1.823 0.158
9 O 2.738 3.499 0.784
10 O 1.429 -4.423 -1.290
11 O 1.751 -1.751 -3.116
12 O 2.040 -3.298 -0.506
13 N 1.547 -1.869 1.256
14 N 4.490 -2.172 -2.329
15 N -0.156 -0.590 -1.012
16 N 3.866 -0.084 1.573
17 C -3.424 2.415 -2.839
18 C -2.046 -1.392 -2.292
19 C -0.543 -1.355 0.011
20 C 3.967 -3.338 -1.957
21 C -4.761 5.030 4.278
22 C -2.435 0.272 2.590
23 C -4.328 2.119 -1.802
24 C 1.465 -3.262 0.853
25 C 3.512 -3.451 -0.524
26 C -4.740 5.124 2.876
27 C 0.326 -2.229 -4.944
28 C 4.375 2.036 2.589
29 C -3.739 -1.808 2.779
30 C -1.612 2.358 -1.197
31 C 4.308 -4.238 -4.170
32 C -3.270 3.121 4.122
33 C 2.686 0.606 3.560
34 C -1.670 -2.215 -0.065
35 C -2.435 -2.225 -1.221
36 C 2.303 -1.690 2.519
37 C 4.849 -3.002 -4.544
38 C -0.314 2.573 2.429
39 C 4.895 -1.993 -3.588
40 C -3.083 -2.146 3.973
41 C -3.888 1.978 -0.482
42 C 1.788 -0.237 -4.932
43 C 1.327 -1.421 -4.240
44 C -2.061 2.525 -2.520
45 C 0.243 -1.186 1.294
46 C -3.972 4.244 2.106
47 C 3.865 -4.421 -2.860
48 C -3.413 -0.630 2.095
49 C -2.095 -1.285 4.460
50 C 3.395 1.806 3.577
51 C 0.346 -0.678 -6.825
52 C 4.547 1.068 1.604
53 C 1.622 2.941 0.768
54 C -3.218 3.224 2.713
55 C -1.764 -0.097 3.784
56 C 2.938 -0.309 2.513
57 C -0.893 -0.631 -2.136
58 C -2.523 2.090 -0.146
59 C -4.017 4.017 4.889
60 C 0.468 3.581 1.529
61 C 1.309 0.136 -6.178
62 C -0.114 -1.876 -6.216
63 H -5.320 5.755 4.869
64 H 5.272 1.219 0.819
65 H -0.582 0.057 -2.913
66 H 5.309 -1.022 -3.825
67 H -4.630 1.807 0.294
68 H 0.305 1.688 2.625
69 H -1.965 -2.770 0.814
70 H 0.442 -0.115 1.444
71 H -0.986 0.540 4.213
72 H -0.352 -1.586 2.150
73 H 2.137 -3.858 1.493
74 H -2.715 2.335 4.626
75 H -3.318 -2.844 -1.288
76 H 3.099 -2.448 2.605
77 H -3.761 2.577 -3.860
78 H -4.024 3.896 5.971
79 H -4.499 -2.463 2.360
80 H 1.933 0.373 4.299
81 H -5.381 2.009 -1.991
82 H 4.928 2.961 2.550
83 H 0.467 -3.697 0.786
84 H 1.651 -1.780 3.407
85 H -5.327 5.893 2.383
86 H 4.217 -5.033 -4.893
87 H 0.848 4.410 2.146
88 H 3.710 -4.456 -0.124
89 H 3.181 2.525 4.368
90 H 4.019 -2.672 0.069
91 H -2.598 -1.367 -3.226
92 H -3.949 4.387 1.028
93 H -3.878 -0.431 1.131
94 H -0.548 2.404 -0.988
95 H 3.382 -5.340 -2.560
96 H 5.203 -2.803 -5.543
97 H -0.555 2.995 3.420
98 H -3.330 -3.043 4.513
99 H -0.234 4.060 0.817
100 H -1.329 2.714 -3.289
101 H -1.575 -1.516 5.386

Löwdin atomic charge list, values in e, 4 entries:
1. Tl 1.095
2. Ge 1.004
3. Cl 0.785
4. Cl 0.866

---

This record from the Open Molecules 2025 dataset describes a molecular structure, C46H39BrN5O3S2W in a non-equilibrium geometry. The level of theory is the ωB97M-V functional and the def2-TZVPD basis.

The net charge is +1. Its frontier orbital gap is 6.6 eV.

Positions of all 97 atoms, in Å:
1 W -0.001 0.613 -0.201
2 Br -1.299 1.967 -2.069
3 S 1.704 2.565 -1.104
4 S 3.010 2.914 -3.730
5 O -0.268 5.857 2.070
6 O 1.614 0.068 0.365
7 O -1.711 0.485 0.323
8 N -0.386 -1.782 -0.688
9 N 1.665 0.765 -3.078
10 N 0.942 -0.003 -2.184
11 N -0.320 -0.853 2.209
12 N 0.232 1.814 1.976
13 C -3.841 -2.455 -1.702
14 C 4.692 -2.968 -1.192
15 C 3.818 -2.558 -0.189
16 C 3.999 -0.397 3.162
17 C -6.245 1.954 0.311
18 C -1.152 -4.027 -0.356
19 C -0.995 -2.709 0.045
20 C 2.593 -0.703 1.083
21 C -3.969 -2.234 1.060
22 C 4.131 2.344 2.804
23 C 0.087 -2.168 -1.863
24 C 0.196 3.800 3.247
25 C 3.310 0.183 2.099
26 C 0.763 -1.446 2.727
27 C -5.326 0.924 0.481
28 C -1.389 -0.652 2.978
29 C -3.430 -1.194 0.315
30 C -4.503 3.570 0.637
31 C 4.217 -0.269 -0.786
32 C 0.851 -1.769 4.071
33 C -3.591 2.543 0.820
34 C 4.730 0.386 4.045
35 C 3.575 -1.206 0.023
36 C -4.355 -3.508 -0.948
37 C -5.837 3.276 0.380
38 C 0.345 2.434 3.151
39 C -0.649 -4.414 -1.577
40 C 1.859 -1.856 1.772
41 C -0.178 3.862 0.866
42 C 2.023 1.916 -2.646
43 C -3.988 1.212 0.733
44 C -0.082 4.522 2.081
45 C -0.016 -3.452 -2.346
46 C -4.426 -3.389 0.430
47 C 1.931 4.375 -3.820
48 C 3.381 1.561 1.935
49 C -2.653 0.020 2.456
50 C -1.388 -1.011 4.324
51 C -0.007 2.500 0.885
52 C -3.386 -1.306 -1.075
53 C 0.779 -1.153 -2.638
54 C 5.078 -0.676 -1.791
55 C 4.804 1.760 3.868
56 C -2.944 0.101 0.950
57 C 5.320 -2.032 -1.998
58 C -0.245 -1.545 4.887
59 H 3.999 -1.472 3.304
60 H -2.636 1.050 2.817
61 H 1.191 -1.364 -3.619
62 H -4.170 4.600 0.690
63 H -4.844 -4.193 1.025
64 H -1.376 -2.395 0.997
65 H 1.760 -2.208 4.463
66 H -2.559 2.780 1.018
67 H -1.661 -4.725 0.296
68 H -4.047 -2.162 2.139
69 H -0.215 -1.803 5.938
70 H 5.256 -0.086 4.867
71 H 0.901 4.078 -3.638
72 H -4.715 -4.406 -1.437
73 H 4.042 0.792 -0.629
74 H 2.030 4.759 -4.834
75 H 4.879 -4.025 -1.341
76 H 0.563 1.821 4.021
77 H 4.195 3.413 2.632
78 H -3.503 -0.454 2.940
79 H 5.563 0.067 -2.413
80 H 3.343 -3.316 0.423
81 H -0.382 4.412 -0.045
82 H -6.551 4.076 0.229
83 H -3.807 -2.523 -2.783
84 H 2.580 -2.469 2.300
85 H 2.858 2.035 1.115
86 H 5.396 2.366 4.544
87 H -0.172 6.224 2.956
88 H -0.744 -5.436 -1.922
89 H 5.993 -2.353 -2.784
90 H -2.284 -0.863 4.917
91 H 0.412 -3.679 -3.316
92 H 0.290 4.296 4.208
93 H -7.284 1.716 0.112
94 H -3.016 -0.476 -1.668
95 H 1.418 -2.472 0.993
96 H -5.662 -0.103 0.408
97 H 2.242 5.131 -3.103

Löwdin atomic charge list, values in e, 4 entries:
1. W 1.619
2. Br 0.265
3. S 0.722
4. S 0.841